Computed, not measured: a 10-piece molecular cluster, C35H95N5O10 overall in a non-equilibrium geometry, with ωB97M-V/def2-TZVPD.

As for the structure (SMILES): COC[C@H](C)N.COC[C@H](C)N.COC[C@H](C)N.COC[C@H](C)N.COC[C@H](C)N.CC(C)O.CC(C)O.CC(C)O.CC(C)O.CC(C)O. The value obtained for the strongest force on any atom is 3.2 eV/Å. The value obtained for the orbital gap is 9.74 eV. Its energy above the lowest of the compared OMol25 structures with the same formula, charge and spin is 46.37 kJ/mol. The HOMO energy comes out at -9.19 eV.

CARTESIAN COORDINATES (ANGSTROEM)
C (-2.514, 3.508, -0.971)
O (-3.804, 3.764, -1.463)
C (-4.744, 2.973, -0.782)
C (-6.126, 2.903, -1.379)
C (-6.163, 2.177, -2.719)
N (-6.798, 4.269, -1.625)
H (-1.928, 4.274, -1.444)
H (-2.049, 2.506, -1.152)
H (-2.457, 3.572, 0.112)
H (-4.355, 1.978, -0.692)
H (-4.957, 3.406, 0.181)
H (-6.772, 2.472, -0.623)
H (-5.761, 1.170, -2.735)
H (-5.577, 2.704, -3.521)
H (-7.194, 2.149, -3.033)
H (-6.147, 4.853, -2.147)
H (-6.957, 4.650, -0.706)
C (2.079, -4.894, -0.671)
O (2.017, -5.721, -1.819)
C (0.737, -5.576, -2.394)
C (0.597, -6.399, -3.674)
C (-0.836, -6.128, -4.168)
N (0.710, -7.785, -3.221)
H (3.115, -4.947, -0.419)
H (1.519, -5.334, 0.122)
H (1.791, -3.871, -0.849)
H (-0.017, -5.923, -1.729)
H (0.614, -4.486, -2.595)
H (1.313, -6.024, -4.381)
H (-0.894, -5.029, -4.306)
H (-1.605, -6.378, -3.398)
H (-1.092, -6.627, -5.119)
H (0.466, -8.443, -3.943)
H (1.666, -7.951, -2.965)
C (0.522, -1.848, 1.204)
O (0.092, -0.665, 0.574)
C (1.305, 0.031, 0.145)
C (0.947, 1.407, -0.214)
C (2.202, 2.106, -0.829)
N (0.479, 2.176, 0.921)
H (-0.359, -2.252, 1.690)
H (1.301, -1.638, 1.913)
H (0.973, -2.559, 0.449)
H (2.038, 0.051, 0.974)
H (1.876, -0.505, -0.630)
H (0.190, 1.417, -1.050)
H (2.019, 3.152, -0.945)
H (2.526, 1.666, -1.787)
H (3.070, 2.038, -0.125)
H (0.305, 3.156, 0.713)
H (-0.326, 1.775, 1.378)
C (-5.285, -0.069, 4.520)
O (-4.118, 0.692, 4.242)
C (-2.986, -0.124, 3.976)
C (-2.056, 0.740, 3.123)
C (-1.437, 1.925, 3.904)
N (-2.537, 1.245, 1.861)
H (-5.967, 0.682, 4.847)
H (-5.150, -0.832, 5.329)
H (-5.729, -0.556, 3.673)
H (-2.515, -0.380, 4.965)
H (-3.200, -1.074, 3.509)
H (-1.224, 0.071, 2.863)
H (-2.213, 2.671, 4.180)
H (-0.665, 2.439, 3.310)
H (-0.974, 1.551, 4.825)
H (-3.399, 1.801, 1.918)
H (-2.796, 0.453, 1.253)
C (1.903, -1.345, -3.781)
O (2.988, -0.925, -3.030)
C (3.725, -1.991, -2.420)
C (5.137, -1.477, -2.024)
C (5.994, -2.636, -1.575)
N (5.072, -0.494, -0.977)
H (2.102, -2.094, -4.560)
H (1.491, -0.394, -4.215)
H (1.209, -1.889, -3.089)
H (3.200, -2.320, -1.485)
H (3.754, -2.891, -3.082)
H (5.504, -1.132, -2.981)
H (6.965, -2.295, -1.327)
H (6.060, -3.338, -2.402)
H (5.641, -3.234, -0.745)
H (4.579, 0.324, -1.310)
H (5.997, -0.171, -0.699)
C (-2.792, -0.973, -2.103)
C (-2.868, -2.058, -1.061)
C (-2.051, -3.234, -1.566)
O (-2.515, -1.524, 0.168)
H (-1.780, -0.557, -2.204)
H (-3.455, -0.163, -1.860)
H (-3.152, -1.372, -3.039)
H (-3.883, -2.392, -0.895)
H (-0.987, -2.986, -1.505)
H (-2.325, -3.374, -2.568)
H (-2.179, -4.140, -0.882)
H (-1.648, -1.076, 0.223)
C (-0.107, 4.207, -5.104)
C (-0.655, 2.992, -4.326)
C (-2.197, 2.814, -4.405)
O (0.048, 1.777, -4.588)
H (-0.806, 5.016, -5.034)
H (-0.096, 4.001, -6.217)
H (0.875, 4.514, -4.862)
H (-0.488, 3.124, -3.263)
H (-2.597, 3.679, -3.858)
H (-2.588, 1.947, -3.877)
H (-2.659, 2.897, -5.410)
H (-0.128, 1.529, -5.508)
C (2.542, 0.198, 3.817)
C (3.373, 1.386, 3.498)
C (4.534, 1.128, 2.587)
O (2.506, 2.490, 3.087)
H (1.760, 0.414, 4.524)
H (3.165, -0.625, 4.204)
H (2.121, -0.163, 2.883)
H (3.762, 1.811, 4.426)
H (5.267, 0.528, 3.131)
H (5.008, 2.057, 2.365)
H (4.281, 0.643, 1.651)
H (1.887, 2.357, 2.340)
C (-1.247, 6.056, 2.164)
C (0.021, 6.457, 2.956)
C (1.192, 5.631, 2.626)
O (0.236, 7.832, 2.791)
H (-1.107, 6.317, 1.127)
H (-2.101, 6.542, 2.662)
H (-1.403, 5.002, 2.145)
H (-0.100, 6.373, 4.040)
H (1.659, 5.876, 1.668)
H (0.892, 4.607, 2.497)
H (2.000, 5.734, 3.382)
H (0.274, 7.953, 1.869)
C (1.931, -3.203, 4.873)
C (2.615, -4.161, 3.859)
C (3.773, -3.509, 3.234)
O (3.061, -5.270, 4.637)
H (2.608, -3.102, 5.758)
H (0.920, -3.563, 5.222)
H (1.700, -2.196, 4.491)
H (1.846, -4.589, 3.178)
H (4.401, -4.312, 2.834)
H (4.385, -2.977, 3.970)
H (3.585, -2.774, 2.425)
H (3.576, -5.841, 4.077)

Results of the Mulliken charge analysis, in e, for atoms 1 through 5:
1 C -0.397
2 O -0.475
3 C 0.021
4 C 0.089
5 C -1.322